(1)
Molecular formula: C44H38AsP2PdS
Method: DFT, ωB97M-V/def2-TZVPD

```
87
Properties=species:S:1:pos:R:3:lowdin_charge:R:1
Pd -0.914 1.112 -0.151 -0.11
S -3.072 2.096 -0.342 0.45
C -4.198 1.002 -1.101 -0.76
C -5.572 1.296 -1.009 -0.16
C -6.531 0.470 -1.559 -0.12
C -6.155 -0.687 -2.236 -0.12
C -4.806 -0.981 -2.360 -0.13
C -3.829 -0.155 -1.812 -0.43
As -1.925 -0.543 -2.024 1.26
C -2.111 -1.880 -3.491 -0.39
C -2.278 -3.251 -3.322 -0.12
C -2.380 -4.097 -4.419 -0.10
C -2.322 -3.584 -5.707 -0.11
C -2.156 -2.218 -5.889 -0.11
C -2.044 -1.380 -4.788 -0.13
C -1.700 -1.888 -0.615 -0.42
C -2.644 -2.086 0.386 -0.09
C -2.416 -3.011 1.396 -0.09
C -1.244 -3.751 1.419 -0.10
C -0.299 -3.569 0.418 -0.11
C -0.527 -2.644 -0.589 -0.16
H -5.864 2.193 -0.477 0.08
H -7.580 0.729 -1.456 0.09
H -6.898 -1.348 -2.666 0.08
H -4.517 -1.877 -2.897 0.09
H -2.339 -3.669 -2.324 0.10
H -2.512 -5.162 -4.263 0.10
H -2.404 -4.244 -6.563 0.09
H -2.108 -1.802 -6.889 0.09
H -1.907 -0.315 -4.948 0.09
H -3.553 -1.497 0.384 0.10
H -3.153 -3.137 2.179 0.10
H -1.064 -4.461 2.218 0.10
H 0.619 -4.147 0.422 0.10
H 0.221 -2.503 -1.362 0.11
C 2.236 0.705 -0.318 -0.38
C 1.487 -0.277 0.581 -0.45
P 1.450 0.326 2.328 1.08
C 0.019 -0.505 3.140 -0.35
C -1.254 0.040 2.942 -0.12
C -2.352 -0.436 3.644 -0.09
C -2.204 -1.447 4.581 -0.11
C -0.946 -1.986 4.801 -0.11
C 0.152 -1.521 4.093 -0.10
C 2.901 -0.612 2.971 -0.38
C 3.099 -1.983 2.784 -0.11
C 4.240 -2.609 3.256 -0.09
C 5.215 -1.873 3.922 -0.10
C 5.037 -0.513 4.113 -0.10
C 3.887 0.110 3.639 -0.10
P 1.262 2.295 -0.295 0.99
C 1.671 2.939 -1.958 -0.35
C 2.541 3.992 -2.229 -0.09
C 2.751 4.414 -3.536 -0.10
C 2.096 3.790 -4.587 -0.11
C 1.215 2.750 -4.323 -0.09
C 0.993 2.337 -3.019 -0.11
C 2.292 3.336 0.813 -0.40
C 1.617 4.187 1.681 -0.11
C 2.312 4.982 2.583 -0.09
C 3.695 4.930 2.632 -0.10
C 4.383 4.087 1.767 -0.10
C 3.686 3.300 0.864 -0.12
H 2.215 0.353 -1.351 0.08
H 3.284 0.817 -0.027 0.06
H 1.899 -1.289 0.530 0.07
H 0.490 -0.374 0.145 0.00
H -1.421 0.854 2.227 0.05
H -3.323 0.003 3.446 0.11
H -3.061 -1.809 5.137 0.10
H -0.810 -2.774 5.534 0.10
H 1.119 -1.952 4.303 0.08
H 2.342 -2.566 2.273 0.10
H 4.373 -3.674 3.106 0.10
H 6.110 -2.362 4.287 0.10
H 5.793 0.070 4.625 0.10
H 3.751 1.178 3.780 0.09
H 3.059 4.494 -1.421 0.09
H 3.430 5.237 -3.725 0.09
H 2.260 4.121 -5.606 0.09
H 0.679 2.266 -5.132 0.10
H 0.271 1.557 -2.811 0.05
H 0.533 4.208 1.666 0.10
H 1.765 5.632 3.256 0.10
H 4.240 5.543 3.341 0.09
H 5.465 4.040 1.795 0.10
H 4.238 2.656 0.190 0.10
```

As for the net charge: -1. The highest occupied orbital energy is -3.296 eV. For the HOMO-LUMO gap, the calculation gives 0.213 hartree.

***

(2)
Molecular formula: C5H5NO
Method: DFT, ωB97M-V/def2-TZVPD

```
12
Properties=species:S:1:pos:R:3:nbo_charge:R:1
C 2.407 -0.433 -0.332 -0.19
C 1.268 -0.085 -0.129 -0.04
C -0.155 0.317 0.104 0.10
C -1.033 -0.911 0.395 -0.59
O -0.268 1.202 1.204 -0.68
C -0.818 0.890 -1.121 0.25
N -1.348 1.331 -2.051 -0.30
H 3.420 -0.727 -0.551 0.25
H -0.990 -1.625 -0.441 0.23
H -0.703 -1.387 1.316 0.23
H -2.064 -0.568 0.516 0.23
H 0.283 1.997 1.089 0.49
```

Its structure (SMILES) is C#C[C@@](C)(O)C#N. The highest occupied orbital energy is -10.976 eV. For the HOMO-LUMO gap, the calculation gives 0.427 hartree.

***

(3)
Molecular formula: C4H3Br
Method: DFT, ωB97M-V/def2-TZVPD

```
8
Properties=species:S:1:pos:R:3:nbo_charge:R:1
C 1.022 1.146 0.061 -0.53
C -0.225 1.524 0.204 0.06
C -1.036 -1.688 -0.079 -0.22
C -1.148 -0.518 -0.336 -0.13
Br 2.273 -0.241 -0.340 0.14
H 1.388 1.947 0.697 0.30
H -1.200 -2.764 -0.031 0.25
H -1.073 0.595 -0.176 0.15
```

The highest occupied orbital energy is -10.247 eV. For the HOMO-LUMO gap, the calculation gives 0.341 hartree.

***

Summary of electronic energy in hartree
-5144.10426, -323.42569, -2727.94601
(order as listed above)
Summary of maximum force in eV/A
1.3, 1.4, 2.9
(order as listed above)